one:
A cluster of 2 separate species, C6H15NO2 in total, computed with wB97M-V/def2-TZVPD.

Cartesian coordinates (Å):
C1 2.010 1.404 -1.346
C2 1.661 0.129 -0.631
O1 2.525 -0.946 -0.911
C3 -0.051 -0.379 -1.086
N1 -0.097 -1.758 -1.240
O2 -0.699 0.369 -1.809
H1 1.252 1.779 -2.039
H2 2.934 1.336 -1.931
H3 2.171 2.199 -0.614
H4 1.710 0.277 0.451
H5 2.604 -1.017 -1.874
H6 -0.598 -2.082 -2.056
H7 0.612 -2.291 -0.753
C4 -2.513 -0.529 0.948
C5 -1.061 -0.301 1.290
C6 -0.821 0.989 2.045
H8 -2.659 -1.471 0.417
H9 -2.902 0.298 0.348
H10 -3.117 -0.585 1.861
H11 -0.642 -1.168 1.809
H12 -0.066 -0.203 0.423
H13 0.230 1.089 2.331
H14 -1.072 1.837 1.401
H15 -1.410 1.024 2.968

Results
SMILES	C[C@H](O)C(N)=O.CCC
HOMO energy	-8.601	eV
total charge	0
2S+1	1


two:
A cluster of 2 separate species, C6H15NO2 in total, computed with wB97M-V/def2-TZVPD.

Cartesian coordinates (Å):
C1 1.255 1.087 1.541
C2 0.222 0.310 0.797
N1 -0.108 1.000 -0.423
C3 -1.038 2.140 -0.236
C4 -2.501 1.800 -0.652
C5 0.459 0.752 -1.630
C6 1.468 -0.345 -1.759
O1 0.051 1.292 -2.708
H1 1.200 0.591 2.525
H2 1.027 2.158 1.673
H3 2.284 0.991 1.156
H4 0.495 -0.725 0.514
H5 -0.732 0.265 1.357
H6 -1.077 2.544 0.794
H7 -0.663 2.944 -0.899
H8 -2.910 2.784 -0.934
H9 -3.067 1.417 0.214
H10 -2.639 1.105 -1.498
H11 1.848 -0.229 -2.788
H12 0.995 -1.338 -1.669
H13 2.321 -0.298 -1.062
O2 0.294 -7.071 2.122
H14 1.086 -6.487 2.151
H15 -0.272 -6.686 1.415

Results
SMILES	CCN(CC)C(C)=O.O
HOMO energy	-9.092	eV
total charge	0
2S+1	1


three:
A cluster of 2 separate species, C6H15NO2 in total, computed with wB97M-V/def2-TZVPD.

Cartesian coordinates (Å):
C1 2.571 1.146 0.576
C2 1.831 0.381 -0.484
O1 1.185 1.187 -1.376
C3 1.694 -0.954 -0.507
N1 2.197 -1.848 0.460
H1 2.742 2.156 0.214
H2 3.526 0.676 0.809
H3 1.985 1.208 1.493
H4 0.382 0.704 -1.731
H5 1.266 -1.442 -1.374
H6 2.764 -1.392 1.164
H7 2.704 -2.623 0.054
C4 -1.471 1.084 0.648
C5 -2.143 0.266 -0.454
C6 -3.034 -0.825 0.136
O2 -1.180 -0.300 -1.332
H8 -0.878 0.432 1.289
H9 -2.221 1.585 1.253
H10 -0.807 1.826 0.213
H11 -2.741 0.928 -1.090
H12 -3.827 -0.381 0.733
H13 -3.486 -1.413 -0.659
H14 -2.447 -1.485 0.775
H15 -0.613 -0.916 -0.809

Results
SMILES	C/C(O)=C\N.CC(C)O
HOMO energy	-7.543	eV
total charge	0
2S+1	1


So which one is most stable? That would be two, about 8.2 kcal/mol below the next structure.


one:
A cluster of 3 separate species, C5H8N in total, computed with wB97M-V/def2-TZVPD.

Cartesian coordinates (Å):
C1 -0.830 0.693 0.448
C2 -1.192 1.532 1.385
C3 -1.697 2.434 2.128
C4 -0.313 0.052 -0.500
C5 1.673 -0.982 -1.339
N1 0.334 -0.448 -1.502
H1 -1.564 3.536 1.952
H2 -2.348 2.166 3.052
H3 0.490 -2.688 0.282
H4 2.301 -0.119 -0.940
H5 1.611 -1.902 -0.560
H6 1.957 -1.446 -2.317
H7 -0.215 -2.214 0.260
H8 -0.208 -0.613 -2.350

Results
HOMO energy	-14.744	eV
total charge	+1
2S+1	1


two:
The ion C5H8N with charge +1, computed with wB97M-V/def2-TZVPD.

Cartesian coordinates (Å):
C1 -3.088 -0.370 -0.110
C2 -1.937 -0.221 0.215
N1 -0.515 0.213 0.531
C3 0.144 1.355 -0.139
C4 0.634 -0.072 -0.346
C5 1.844 -0.814 0.104
H1 -4.081 -0.742 -0.328
H2 -0.201 0.158 1.475
H3 0.779 2.036 0.488
H4 -0.248 1.758 -1.035
H5 0.346 -0.375 -1.408
H6 2.352 -0.242 0.902
H7 2.502 -0.996 -0.827
H8 1.468 -1.687 0.476

Results
SMILES	C#C[N@@H+]1C[C@H]1C
HOMO energy	-15.594	eV
total charge	+1
2S+1	1


three:
The ion C5H8N with charge +1, computed with wB97M-V/def2-TZVPD.

Cartesian coordinates (Å):
C1 1.469 0.315 -0.815
C2 -0.053 0.521 -0.966
C3 1.801 -0.918 1.166
C4 -0.805 0.083 0.178
C5 -2.166 0.277 0.334
N1 1.917 -0.201 0.168
H1 2.194 0.495 -1.661
H2 -0.177 1.574 -1.094
H3 -0.096 -0.052 -2.007
H4 1.978 -0.690 2.261
H5 1.552 -1.985 1.135
H6 -2.287 -0.777 0.332
H7 -2.860 0.883 -0.443
H8 -2.468 0.475 1.413

Results
HOMO energy	-12.814	eV
total charge	+1
2S+1	1


four:
The ion C5H8N with charge +1, computed with wB97M-V/def2-TZVPD.

Cartesian coordinates (Å):
C1 -1.492 -0.715 -0.241
C2 -0.772 0.639 -0.357
C3 0.360 1.090 0.504
C4 1.161 -0.050 1.184
C5 1.447 -0.744 0.137
N1 0.694 0.515 -0.880
H1 -1.279 -1.206 0.716
H2 -1.107 -1.418 -1.004
H3 -2.564 -0.553 -0.394
H4 -1.481 1.385 -0.726
H5 0.609 2.197 0.776
H6 1.196 -0.439 2.180
H7 2.036 -1.588 -0.213
H8 1.192 0.888 -1.683

Results
SMILES	C[C@H]1[C@H]2C=C[N@H+]21
HOMO energy	-15.780	eV
total charge	+1
2S+1	1


So which one is most stable? That would be four, about 7.9 kcal/mol below the next structure.


one:
A cluster of 3 separate species, C5H12N2O3 in total, computed with wB97M-V/def2-TZVPD.

Cartesian coordinates (Å):
C1 -0.401 0.041 -0.776
C2 -0.449 0.471 0.559
C3 1.566 -0.203 0.739
C4 2.584 0.030 -0.337
C5 -2.398 0.976 -1.126
N1 -0.630 -1.290 -1.128
N2 -1.179 -0.236 1.521
O1 -3.364 0.188 -0.471
O2 1.876 0.423 1.950
O3 -2.625 1.343 -2.250
H1 -3.048 0.072 0.441
H2 2.246 1.298 1.770
H3 0.150 0.652 -1.478
H4 -0.332 1.528 0.749
H5 1.362 -1.254 0.937
H6 -1.608 -1.564 -1.089
H7 -0.270 -1.523 -2.044
H8 -1.117 -1.244 1.418
H9 -0.942 0.026 2.470
H10 3.600 -0.197 0.018
H11 2.582 1.074 -0.673
H12 2.397 -0.611 -1.200

Results
HOMO energy (alpha / beta)	-6.516 / -6.501	eV
total charge	0
2S+1	1


two:
A cluster of 2 separate species, C5H12N2O3 in total, computed with wB97M-V/def2-TZVPD.

Cartesian coordinates (Å):
C1 1.874 1.419 0.328
C2 0.938 0.354 0.853
O1 0.380 0.435 1.923
N1 0.844 -0.812 0.021
C3 1.918 -1.199 -0.882
O2 0.246 -1.930 0.602
H1 1.811 1.567 -0.747
H2 1.655 2.357 0.831
H3 2.899 1.128 0.553
H4 1.762 -2.234 -1.177
H5 1.926 -0.567 -1.770
H6 2.883 -1.163 -0.377
H7 -0.608 -2.009 0.103
C4 -2.278 -0.047 1.047
C5 -1.570 -0.100 -0.475
N2 -1.764 1.078 -1.133
O3 -1.602 -1.164 -1.076
H8 -1.860 0.581 1.829
H9 -3.265 0.382 0.889
H10 -2.368 -1.070 1.403
H11 -1.839 1.087 -2.137
H12 -1.982 1.907 -0.607

Results
SMILES	CC(=O)N(C)O.CC(N)=O
HOMO energy	-9.075	eV
total charge	0
2S+1	1


So which one is most stable? That would be two, about 52.7 kcal/mol below the next structure.


one:
A cluster of 2 separate species, C5H12N2O3 in total, computed with wB97M-V/def2-TZVPD.

Cartesian coordinates (Å):
O1 -2.762 -1.527 -0.150
C1 -1.560 -1.541 -0.077
N1 -0.863 -0.622 0.644
C2 0.573 -0.521 0.419
N2 0.854 0.074 -0.906
C3 2.210 -0.272 -1.298
C4 2.626 0.531 -2.454
O2 2.634 1.905 -2.098
H1 -0.870 -2.475 -0.269
H2 -1.411 0.144 0.999
H3 0.921 -1.545 0.513
H4 1.044 0.046 1.244
H5 0.555 1.060 -0.903
H6 2.267 -1.342 -1.502
H7 2.972 -0.078 -0.508
H8 1.874 0.334 -3.243
H9 3.638 0.277 -2.793
H10 2.710 1.860 -1.148
C5 -2.666 1.123 2.854
O3 -1.689 0.483 3.160
H11 -3.578 0.961 3.480
H12 -2.615 1.777 2.000

Results
SMILES	O=CNCNCCO.C=O
HOMO energy	-9.431	eV
total charge	0
2S+1	1


two:
A cluster of 2 separate species, C5H12N2O3 in total, computed with wB97M-V/def2-TZVPD.

Cartesian coordinates (Å):
C1 1.122 1.411 -0.014
C2 -0.152 1.312 -0.840
C3 -1.012 2.555 -0.613
C4 -1.187 -0.005 -0.511
O1 -1.832 -0.045 0.520
O2 -1.583 -0.508 -1.697
H1 0.905 1.419 1.060
H2 1.835 0.615 -0.258
H3 1.662 2.341 -0.230
H4 0.110 1.274 -1.906
H5 -1.304 2.638 0.439
H6 -0.473 3.466 -0.897
H7 -1.939 2.508 -1.192
H8 -1.447 -1.481 -1.649
N1 1.568 -2.764 0.497
C5 0.401 -2.098 0.591
N2 0.048 -1.692 1.830
O3 -0.456 -2.164 -0.332
H9 2.017 -3.082 1.343
H10 1.704 -3.288 -0.356
H11 0.794 -1.316 2.397
H12 -0.780 -1.094 1.818

Results
SMILES	CC(C)C(=O)O.NC(N)=O
HOMO energy	-9.566	eV
total charge	0
2S+1	1


So which one is most stable? That would be two, about 53.2 kcal/mol below the next structure.


one:
An isolated molecule of C4H9ClSi, computed with wB97M-V/def2-TZVPD.

Cartesian coordinates (Å):
C1 -1.577 0.614 -0.671
Si1 0.090 -0.416 -0.476
C2 1.305 0.986 -0.123
C3 0.087 -1.524 1.032
C4 1.302 -2.109 1.644
Cl1 1.232 -3.375 2.827
H1 -1.666 0.714 -1.776
H2 -2.439 0.036 -0.311
H3 -1.380 1.527 -0.094
H4 0.580 -0.941 -1.698
H5 1.303 1.856 -0.796
H6 1.104 1.222 0.863
H7 2.291 0.501 -0.065
H8 -0.876 -1.736 1.453
H9 2.133 -1.838 0.967

Results
SMILES	C[SiH](C)/C=C/Cl
HOMO energy	-9.311	eV
total charge	0
2S+1	1


two:
A structure of composition C4H9ClSi, computed with wB97M-V/def2-TZVPD.

Cartesian coordinates (Å):
C1 1.783 -0.537 -0.327
C2 0.447 -0.704 -0.168
C3 -0.077 -2.043 -0.702
C4 -1.058 2.115 -0.607
Si1 -0.791 0.619 0.482
Cl1 -3.284 -0.559 0.260
H1 2.548 0.158 -0.044
H2 2.419 -1.357 -0.636
H3 0.437 -2.965 -0.196
H4 0.091 -2.037 -1.788
H5 -1.135 -2.020 -0.550
H6 -1.163 2.900 0.055
H7 -0.041 2.335 -1.084
H8 -1.826 2.168 -1.359
H9 -0.601 1.189 1.788

Results
HOMO energy	-9.948	eV
total charge	0
2S+1	1


So which one is most stable? That would be two, about 2.2 kcal/mol below the next structure.